# 1
Here is a cluster of 2 separate species, C17H15N3O5 in total from the OMol25 dataset. Energies are from ωB97M-V/def2-TZVPD.

* charge: 0
* ΔE to the lowest compared entry with this formula, charge and spin: 14.110 eV
* HOMO: -8.8 eV
* electronic energy: -32564.3374 eV
* lowest unoccupied orbital energy: -0.68 eV
* largest force on an atom: 0.2617 hartree/bohr

Cartesian coordinates (Å):
C: -2.5884 0.1862 3.4141
H: -2.4312 0.5329 4.4130
O: -1.2755 0.2933 2.6016
C: -0.3950 -0.6177 3.0696
C: -0.5555 -1.4169 4.2117
C: 0.4890 -2.5311 4.4352
C: 1.5617 -2.5691 3.6770
C: 1.9277 -1.4098 2.6015
C: 0.8929 -0.5683 2.3657
N: 0.8004 0.3897 1.3000
C: 1.9618 0.4319 0.3050
O: 2.9499 -0.1030 0.2791
C: 1.3375 1.8853 -0.4730
C: 0.1144 1.5896 -1.1631
N: -0.9306 1.8786 -0.2731
O: -2.1798 1.4890 -1.0239
C: -1.9277 1.4067 -2.3170
C: -2.6364 1.1040 -3.4169
C: -1.8353 1.0200 -4.7713
C: -0.5307 0.8160 -4.8031
C: 0.3197 1.2182 -3.6009
C: -0.3087 1.1713 -2.4243
H: 1.4175 1.0648 -3.8057
C: 0.0920 0.5034 -6.1251
H: 1.0126 1.6765 -6.3931
H: 0.7217 -0.1695 -6.1533
H: -0.7984 0.6335 -6.8127
H: -2.3808 0.7767 -5.6302
H: -3.6970 1.0601 -3.3127
H: 2.0924 1.7080 -1.4114
H: 1.6713 2.6426 -0.0101
H: 0.0519 1.0277 1.3210
H: 2.7647 -1.4900 1.9175
N: 2.7043 -3.2912 3.9355
O: 3.7535 -3.2422 3.2416
O: 2.7756 -4.2336 4.6054
H: 0.5760 -3.0683 5.1712
H: -1.4612 -1.8986 4.6425
H: -3.0946 0.9908 3.0157
H: -2.9615 -0.8874 3.3974

***

# 2
Here is the molecule C17H16Cl2N2O4 from the OMol25 dataset. Energies are from ωB97M-V/def2-TZVPD.

* charge: 0
* ΔE to the lowest compared entry with this formula, charge and spin: 13.799 eV
* HOMO: -8.2 eV
* electronic energy: -54090.5420 eV
* lowest unoccupied orbital energy: -0.32 eV
* SMILES: NC(=O)C1CCN(C(=O)c2ccc(Oc3cc(Cl)cc(Cl)c3)o2)CC1
* largest force on an atom: 0.3699 hartree/bohr

Cartesian coordinates (Å):
N: -0.4877 -4.1818 2.4727
C: -0.2880 -2.9761 1.9863
O: 0.3981 -2.3151 2.6843
C: -0.8114 -2.5465 0.6229
C: -0.0420 -1.2700 -0.1561
C: -0.6547 -0.9437 -1.3098
N: -2.0020 -0.5813 -0.9932
C: -2.6955 0.7038 -0.9691
O: -3.7429 0.7008 -0.6997
C: -1.6292 1.7888 -1.1457
C: -2.1777 3.2119 -1.7541
C: -1.0094 3.8713 -1.3430
C: -0.0130 3.1309 -0.9497
O: 1.0666 3.6621 -0.3998
C: 2.1232 2.6524 -0.1220
C: 2.3068 1.3909 -0.9170
C: 3.3841 0.5736 -0.5539
Cl: 3.5815 -1.0462 -1.9191
C: 4.2258 0.7151 0.2363
C: 4.0182 1.8577 1.2451
Cl: 5.0252 2.2447 2.3481
C: 2.9541 2.6111 0.8620
O: -0.4757 2.0024 -0.5334
C: -2.8124 -1.7873 -0.4321
C: -2.1774 -2.1769 0.7572
H: -0.8540 -4.8514 2.0045
H: -0.2244 -4.4146 3.4011
H: -0.6732 -3.4280 0.0254
H: 0.0393 -0.4333 0.8020
H: 1.0183 -1.4469 -0.0638
H: -0.6976 -1.7848 -2.0999
H: -0.2590 0.0267 -1.4073
H: -3.1452 3.4121 -1.9439
H: -0.8824 5.0755 -1.5710
H: 1.6659 1.3696 -1.6854
H: 4.8712 -0.0500 0.5020
H: 2.9001 3.4656 1.5539
H: -2.8356 -2.3994 -1.2020
H: -3.8617 -1.5100 -0.1627
H: -2.3136 -1.4103 1.6532
H: -2.8123 -2.9135 1.1768

***

# 3
Here is a structure of composition C17H16ClMgN3O9P2 from the OMol25 dataset. Energies are from ωB97M-V/def2-TZVPD.

* charge: -2
* ΔE to the lowest compared entry with this formula, charge and spin: 0.341 eV
* HOMO: 0.7 eV
* electronic energy: -77342.4797 eV
* lowest unoccupied orbital energy: 2.85 eV
* largest force on an atom: 0.0932 hartree/bohr

Cartesian coordinates (Å):
Mg: -2.0789 0.4034 0.7024
O: -1.4408 -3.0782 0.1063
P: -2.4868 -2.5906 1.2437
O: -3.2612 -3.8104 1.5141
O: -3.1468 -1.2173 0.9021
O: -1.3979 -2.1429 2.4871
P: -0.2332 -1.0334 2.3776
O: 0.5215 -1.0622 3.8072
O: -0.9624 0.3497 2.3674
O: 0.8342 -1.3077 1.3556
H: -0.6439 -2.5066 -0.0850
H: 0.1310 -0.3846 4.4051
Cl: 4.7141 -4.0795 1.3874
C: 5.4663 -3.1431 0.1931
C: 6.7835 -3.4455 -0.2514
C: 7.1549 -3.0560 -1.5581
C: 6.3810 -2.2824 -2.3576
C: 5.2112 -1.7434 -1.8060
C: 4.6846 -2.0912 -0.5037
C: 3.3769 -1.7087 -0.0906
H: 7.3601 -3.9592 0.4798
H: 8.1736 -3.4478 -1.8452
H: 6.6364 -1.8779 -3.3729
H: 4.6999 -1.0144 -2.4396
H: 2.7148 -1.0837 -0.6548
H: 3.0523 -2.0023 0.9479
N: -8.5993 0.9685 1.3433
C: -7.4798 1.2600 1.2195
C: -6.1510 1.7085 1.0438
C: -6.0887 3.0721 0.6918
C: -4.9200 3.6138 0.2621
C: -3.7538 2.9155 0.3306
N: -3.7873 1.6133 0.7409
C: -4.9465 1.0025 1.0113
H: -6.9737 3.6843 0.6916
H: -4.9721 4.5855 -0.2382
H: -2.7751 3.2501 0.0158
H: -4.8558 -0.1242 1.1795
O: -0.4130 4.5782 -0.3742
C: -0.1256 3.4703 -0.8404
C: 0.8981 3.0482 -1.9428
C: 0.6152 1.5995 -2.2146
C: -0.4409 1.2755 -1.1600
O: -1.0229 0.1863 -1.0854
N: -0.7772 2.3292 -0.3381
H: 1.8517 3.1274 -1.4253
H: 0.8335 3.7440 -2.8186
H: 1.4930 0.9329 -2.1806
H: 0.1472 1.4745 -3.2240